The following is a quantum chemistry calculation of C37H67ClN8O2S2SbV as an isolated structure at a distorted geometry, from OMol25.

Geometry as XYZ:
```
119
Properties=species:S:1:pos:R:3:forces:R:3
C -0.470 2.962 2.732 2.6 -0.6 -1.9
H -5.422 -4.652 -3.956 0.2 0.4 -0.3
H 2.504 -5.081 -2.134 1.0 0.6 0.6
H -5.282 1.617 -3.680 0.9 -0.8 -0.5
H -1.260 -0.904 -5.265 -0.2 -0.3 -0.4
H -7.263 -0.419 -4.514 0.7 -0.4 0.3
C 5.800 -3.124 -0.057 -1.3 -0.7 0.5
H -1.522 -1.280 -7.065 -0.2 -0.2 1.2
S 0.846 2.832 1.592 -0.6 0.5 0.7
H -3.288 2.029 3.578 0.1 0.3 -0.4
N 4.511 -2.659 -0.678 1.7 -1.4 -0.1
C -5.490 -0.370 -1.894 -0.7 -1.2 -0.2
V 1.434 0.678 0.387 1.1 0.9 0.0
C 3.833 2.723 -1.198 1.1 2.1 0.0
H 0.935 0.587 -2.149 -0.5 0.0 0.4
C 4.624 2.362 2.630 2.2 -1.1 -1.3
H -3.979 3.838 5.966 -0.2 0.1 -0.4
C -4.159 -4.164 -2.176 0.2 1.5 -2.1
H -4.374 2.155 5.598 -0.3 0.4 0.4
H 4.867 -3.846 -2.369 0.0 0.6 0.1
C 3.022 2.561 6.571 -0.9 0.6 -0.5
H 6.581 -2.395 -0.163 0.2 0.5 -0.2
H -6.088 -1.254 -1.549 0.5 0.8 -0.1
C -2.587 4.046 3.195 0.4 1.5 -0.6
Cl -0.387 -0.559 1.183 -0.7 -0.4 0.3
N 4.687 -0.691 0.500 0.3 -0.1 0.3
H 8.475 1.913 2.703 -0.2 -0.3 -0.3
H 1.635 3.506 5.236 -0.2 0.4 0.6
H 5.019 4.161 3.686 -0.3 0.9 0.3
H 4.618 0.953 -1.755 0.2 0.8 -0.3
H -1.276 2.515 4.530 0.4 -0.1 -0.6
H 0.108 0.412 4.362 0.8 0.9 0.1
C -1.621 -3.725 -5.624 0.2 0.0 0.5
N 2.516 5.611 0.130 0.5 -0.5 -0.8
C -1.981 -1.255 -6.022 -0.2 0.4 -1.0
H -3.020 4.999 2.849 0.0 -0.3 0.1
N 6.024 5.311 -2.583 -1.4 -0.8 1.0
H -4.853 0.730 -5.162 0.6 -0.1 0.6
H 3.236 1.548 6.211 0.4 0.5 -0.2
C 0.495 1.459 4.507 0.6 -0.6 0.1
S 2.416 -1.084 -0.937 0.3 -0.9 -0.2
H -6.356 -4.002 -2.552 1.0 -0.4 -0.4
H -5.804 2.820 3.603 1.1 0.5 0.3
N 0.457 1.153 -1.436 0.0 0.7 -1.4
C 0.622 1.846 5.995 -0.7 -2.3 0.4
H 3.597 2.474 2.382 -0.9 0.5 0.6
H 6.245 -2.882 2.109 -0.6 -0.8 -0.4
H -6.207 -1.727 -5.077 0.3 0.6 0.4
H 7.016 0.040 1.774 -0.3 0.8 -0.2
H -1.358 4.113 1.402 0.0 0.1 0.2
C -5.345 -0.480 -3.422 2.5 -2.0 0.1
H -1.890 -4.627 -2.225 -1.5 0.0 -1.1
Sb -3.599 -2.194 -3.583 1.9 1.1 2.3
C 1.574 2.991 6.210 0.4 0.9 0.7
C 3.938 -1.534 -0.244 -0.4 2.2 -0.6
H 3.866 -5.456 -1.017 0.0 0.1 -0.2
H 5.249 2.337 -2.674 -0.4 -0.3 1.1
H -4.606 -3.619 -6.212 0.7 0.7 -0.2
C 3.201 4.961 -0.555 -1.1 1.6 1.5
C -4.877 3.377 3.939 -1.1 1.5 0.0
H -5.418 -3.229 -0.613 1.4 -0.1 -0.4
C -5.459 -4.602 -2.877 -0.6 -1.4 1.4
C -2.922 -5.074 -2.456 0.1 0.3 3.2
C 5.148 4.816 -1.974 1.2 0.2 -1.0
H -7.033 -1.864 -3.558 0.5 0.3 0.1
C 4.001 -3.448 -1.814 0.9 0.2 -0.5
H 0.921 0.894 6.525 0.2 1.0 -0.3
C 3.224 -4.644 -1.378 -2.1 -0.9 1.1
H -3.825 2.816 2.099 -0.5 -0.3 -0.6
C -4.720 3.201 5.465 0.7 -1.1 -0.8
H -1.393 -4.054 -6.647 0.0 0.2 0.0
N 4.785 1.968 -1.828 -0.3 -1.3 -0.6
C 4.201 0.305 1.270 -0.9 -1.5 1.2
C 4.088 4.189 -1.284 -0.4 -1.8 -0.3
H 0.475 2.113 -1.832 -0.3 -0.8 0.8
H -3.597 -2.836 -0.514 -0.6 -0.4 -0.1
C 5.204 1.220 1.973 -0.6 1.0 0.5
O 2.915 2.242 -0.507 0.4 -0.1 -0.4
H -3.442 -3.362 -7.546 -0.4 0.4 0.5
C -2.649 -2.560 -5.676 -1.1 -1.0 0.5
C -6.454 -1.145 -4.167 -2.7 0.4 -1.0
C -3.645 2.983 3.143 0.1 -0.8 0.8
H -5.685 -5.665 -2.611 -0.1 0.4 0.2
H -2.095 -4.581 -5.140 0.3 -0.1 0.0
N -1.405 3.833 2.373 -1.3 -0.3 0.8
H 3.689 3.377 6.288 0.3 -0.6 -0.7
C -4.356 -3.614 -0.756 -0.5 -0.5 0.8
H 3.139 2.598 7.621 -0.1 -0.6 1.4
H 1.224 3.687 7.042 0.2 -0.6 -1.3
C 5.462 3.311 3.239 -0.1 -1.2 -1.3
H -6.023 0.528 -1.553 0.1 0.0 -0.3
H -0.388 1.976 6.414 0.1 0.5 -0.1
C -3.862 -2.882 -6.616 1.2 -1.2 -0.7
H -2.234 4.272 4.193 0.0 -0.1 0.5
H -5.684 3.334 5.917 -0.4 0.0 0.5
H 5.890 -4.586 1.426 0.3 0.2 0.9
C 6.847 3.171 3.120 -1.1 -0.3 0.3
H 7.490 3.963 3.424 0.4 0.4 0.4
H 3.441 -2.806 -2.499 0.0 0.0 0.4
H -4.269 -4.392 0.085 0.1 0.6 -1.3
H -0.603 -3.545 -5.121 -1.7 0.2 -0.5
H -5.087 4.481 3.763 0.0 -1.2 -0.1
C -4.666 0.720 -4.066 -2.5 1.3 0.0
H 6.134 -4.073 -0.517 -0.4 0.8 -0.5
H -3.631 0.921 -3.795 0.0 -0.3 0.0
H -0.478 0.797 -1.242 0.0 0.2 -0.5
H -4.374 -1.985 -6.960 -0.1 0.1 0.3
C 7.392 2.002 2.625 0.4 0.2 -0.1
H 1.525 1.608 4.081 -1.2 -0.4 -0.3
N -0.489 2.339 3.895 -1.0 0.6 1.0
H -4.531 -0.430 -1.363 -0.1 0.2 -0.2
C 5.620 -3.526 1.440 0.0 0.3 -0.4
H -2.792 -0.534 -6.096 0.2 0.5 0.0
C 6.592 1.023 2.060 -0.5 -1.2 0.0
H 2.607 -4.349 -0.489 0.3 -0.3 -0.8
O 2.983 0.391 1.653 2.1 0.3 0.0
H -3.054 -5.588 -3.386 0.4 -0.1 -0.6
H -2.875 -5.841 -1.626 -0.5 0.2 -0.8
H 4.558 -3.501 1.742 0.5 0.3 -0.1
```
Forces are in eV/Å.

strongest force on any atom: 3.23 eV/A
highest occupied orbital energy (spin up / spin down): -3.491 / -4.318 eV
charge: -1
2S+1: 4
frontier orbital gap (spin up / spin down): 5.35 / 6.18 eV
<S²>: 3.7586
ΔE to the lowest compared entry with this formula, charge and spin: 81.7 kcal per mole

Atom charges from the Mulliken analysis, given in e for atoms 1 to 2: C 0.15; H 0.23